This record from the Open Molecules 2025 dataset describes ArH18O9 as an isolated structure in a non-equilibrium geometry. The level of theory is ωB97M-V/def2-TZVPD.

Last column: Mulliken charge in e.
Geometry (Å):
1 Ar 3.2548 6.6532 -1.0747  -0.01
2 O 2.7227 9.4344 -3.1297  -0.63
3 H 2.3098 9.1527 -2.3134  0.38
4 H 3.5517 8.9567 -3.1566  0.37
5 O 5.6149 4.7446 0.8196  -0.63
6 H 5.2236 4.0761 0.2573  0.31
7 H 4.8740 5.2747 1.1135  0.35
8 O 5.1026 5.5149 -3.6718  -0.63
9 H 6.0257 5.2656 -3.7149  0.29
10 H 5.1140 6.4711 -3.6290  0.42
11 O 0.0458 4.9198 -0.6361  -0.66
12 H 0.7451 4.3002 -0.8442  0.32
13 H -0.6239 4.3896 -0.2042  0.31
14 O 5.1201 8.1924 -3.8361  -0.78
15 H 5.7237 8.2748 -3.0978  0.35
16 H 5.6321 8.4677 -4.5966  0.29
17 O 1.1559 9.5390 -0.8366  -0.69
18 H 1.1661 8.7592 -0.2816  0.42
19 H 0.2834 9.5422 -1.2300  0.31
20 O 2.2742 3.8016 -2.3144  -0.60
21 H 2.2977 3.7399 -3.2693  0.31
22 H 3.1749 4.0087 -2.0650  0.27
23 O 3.3098 6.2723 2.1166  -0.71
24 H 3.8921 6.9406 2.4777  0.32
25 H 3.1060 5.7045 2.8598  0.31
26 O 0.9006 7.3516 0.9075  -0.73
27 H 1.7580 7.2295 1.3150  0.36
28 H 0.7114 6.5112 0.4901  0.36

Atomic forces in eV per Å
Ar 0.1 0.0 -0.1
O 0.1 0.1 -0.4
H -0.5 0.3 0.5
H 0.1 0.0 -0.3
O 0.4 -0.1 0.0
H 0.0 -0.2 -0.1
H -0.4 0.2 0.1
O -0.1 -1.0 0.2
H 0.2 -0.2 0.0
H -0.3 0.5 -0.2
O -0.1 0.4 0.3
H 0.5 -0.2 -0.5
H -0.3 -0.1 0.1
O 0.2 0.0 0.2
H 0.3 0.3 0.4
H 0.0 0.2 -0.4
O 0.3 0.5 -0.4
H -0.3 -0.7 0.6
H -0.2 0.1 -0.1
O -0.2 -0.2 0.4
H 0.0 0.1 -0.2
H 0.3 0.2 -0.1
O 0.1 0.0 -0.3
H 0.2 0.3 0.1
H -0.2 -0.2 0.3
O -0.2 0.6 0.1
H 0.3 -0.2 0.3
H -0.3 -0.6 -0.4

Calculated values
HOMO-LUMO gap (eV): 10.1
Electronic energy (Ha): -1215.46698
E_LUMO (eV): 0.12